1.
A cluster of 3 separate species, C6H19NO2 in total in a non-equilibrium geometry. Source: the OMol25 dataset; level of theory: ωB97M-V with the def2-TZVPD basis set.

Properties
SMILES = CCCNC(C)C.O.O
Charge = 0
Multiplicity = 1
Calculated total energy = -12113.3115 eV
Relative energy (zero: lowest compared OMol25 entry of this formula, charge and spin) = 53.8 kcal/mol
Orbital gap = 8.52 eV

Element x y z (Å)
1 C -0.2361 -3.2114 -0.5640
2 C -1.3904 -2.2980 -0.2269
3 C -0.9208 -1.1834 0.7180
4 N -0.5979 -0.0047 -0.1025
5 C 0.3285 0.0475 -1.2261
6 C -0.4955 0.4099 -2.4663
7 C 1.4741 1.0218 -1.1225
8 H -0.4822 -4.0474 -1.3221
9 H 0.4366 -2.7082 -1.2351
10 H 0.3401 -3.6704 0.2881
11 H -1.7791 -1.7864 -1.1453
12 H -2.1514 -2.9296 0.1026
13 H -0.1007 -1.5307 1.4644
14 H -1.7609 -0.5915 1.3877
15 H -0.7215 0.8781 0.4315
16 H 0.7394 -1.0336 -1.3505
17 H -1.2804 -0.3745 -2.6762
18 H -1.1329 1.3446 -2.4354
19 H 0.0641 0.3460 -3.3768
20 H 1.8842 1.1552 -2.1541
21 H 1.1056 1.9916 -0.7516
22 H 2.1729 0.5271 -0.4443
23 O -0.7270 2.6825 1.4506
24 H -0.0852 3.1550 1.9530
25 H -1.0137 3.2744 0.8763
26 O 2.0845 1.6792 2.9368
27 H 2.6795 1.6075 2.2189
28 H 1.8518 0.8140 3.1135


2.
A cluster of 2 separate species, C4H8N2OS2 in total in a non-equilibrium geometry. Source: the OMol25 dataset; level of theory: ωB97M-V with the def2-TZVPD basis set.

Properties
Charge = 0
Multiplicity = 1
Calculated total energy = -30969.5835 eV
Relative energy (zero: lowest compared OMol25 entry of this formula, charge and spin) = 100.0 kcal/mol
Orbital gap (alpha / beta) = 6.90 / 6.98 eV

Element x y z (Å)
1 C 0.2540 1.4531 1.1533
2 C 1.3057 -0.6585 -0.9268
3 C -0.1967 0.0846 3.0081
4 C -0.6467 -0.9406 -2.2186
5 N -0.8016 -0.3661 0.0169
6 N -0.0103 -0.6413 -0.9212
7 O 0.2971 1.2858 2.4148
8 S 0.6209 2.5934 0.1327
9 S -0.7098 0.5846 -3.2222
10 H 1.8490 -0.3997 -0.0398
11 H 1.8172 -0.7731 -1.8613
12 H -1.2414 -0.0645 2.7350
13 H -0.0868 0.2218 4.0823
14 H 0.3830 -0.7743 2.6692
15 H -1.6644 -1.2901 -2.0443
16 H -0.0589 -1.6734 -2.7724
17 H -1.1103 1.3581 -2.2057


3.
A structure of composition C3H7IS in a non-equilibrium geometry. Source: the OMol25 dataset; level of theory: ωB97M-V with the def2-TZVPD basis set.

Properties
Charge = 0
Multiplicity = 1
Calculated total energy = -22156.8158 eV
Relative energy (zero: lowest compared OMol25 entry of this formula, charge and spin) = 69.1 kcal/mol
Orbital gap = 8.20 eV

Element x y z (Å)
1 C -0.4032 0.9106 0.1874
2 C -0.2331 1.6304 -1.2025
3 C 1.3084 -2.2164 -0.1869
4 S 0.4545 -2.8746 -1.5106
5 I 1.7080 -3.4554 1.4363
6 H -1.3449 0.5273 0.1747
7 H -0.3637 1.6081 0.9720
8 H 0.3996 0.0686 0.2648
9 H -1.1774 1.9776 -1.5511
10 H 0.4527 2.3957 -1.0689
11 H 0.1142 0.7608 -1.9445
12 H 0.0940 -4.2557 -1.2934


4.
The molecule C5H6O. Source: the OMol25 dataset; level of theory: ωB97M-V with the def2-TZVPD basis set.

Properties
Charge = 0
Multiplicity = 1
Calculated total energy = -7324.0490 eV
Relative energy (zero: lowest compared OMol25 entry of this formula, charge and spin) = 120.7 kcal/mol
Orbital gap = 9.52 eV

Element x y z (Å)
1 C 1.3388 -1.1011 0.8647
2 C 0.4736 0.1165 1.1432
3 C -0.4835 0.6686 0.1688
4 O -0.4796 -0.0378 -0.9802
5 C -1.3650 0.5743 -1.7658
6 C -2.1702 1.1865 -2.4038
7 H 1.9589 -1.3142 1.7401
8 H 1.9975 -0.9318 0.0081
9 H 0.7271 -1.9828 0.6535
10 H 1.0660 1.0112 1.3930
11 H -0.1669 -0.0093 2.0302
12 H -2.8966 1.8198 -2.8519


> multiplicity of number 3 (C3H7IS)?

1


> What is the calculated total energy in the second record?

-30969.5835 eV


> Look up the relative energy (zero: lowest compared OMol25 entry of this formula, charge and spin) of the fourth one.

120.7 kcal/mol


> charge of number 3 (C3H7IS)?

0